11
Properties=species:S:1:pos:R:3:mulliken_charge:R:1 method="wB97M-V/def2-TZVPD" largest_force_ev_per_a=3.5 lumo_ha=0.0294 smiles=C#C[C@@](C)(O)Cl total_energy_ev=-18796.05175 gap_ha=0.415 de_lowest_ev=2.148 total_charge=0
Cl -2.2757 0.9145 -0.5007 -0.18
O -0.8856 -1.3480 -0.9276 -0.50
C -0.7893 0.0337 -0.1807 0.83
C -0.5666 -0.4093 1.2342 -0.76
C -0.2299 -0.8246 2.3223 -0.01
C 0.2868 0.9658 -0.6650 -1.12
H -0.0342 1.9281 -0.1545 0.35
H -1.5903 -1.7923 -0.4422 0.32
H 0.2537 1.0696 -1.7839 0.31
H -0.1182 -1.3463 3.2361 0.46
H 1.3159 0.4279 -0.4260 0.30